1.
ClH3N2O2S | the ωB97M-V functional and the def2-TZVPD basis

energy: -1120.02458 Ha
relative energy (zero: lowest compared OMol25 entry of this formula, charge and spin): 2.395 eV
M: 130.556 g/mol

Each line ends with the Mulliken charge.
Cartesian coordinates (Å):
N 1.770 -0.616 0.372  -0.54
S 0.236 0.524 -0.061  1.04
O -0.033 1.030 1.245  -0.56
O 0.816 1.442 -1.033  -0.53
N -1.596 0.258 -0.749  -0.33
Cl -2.520 -0.201 0.582  0.00
H 1.492 -1.462 -0.197  0.28
H 1.393 -0.589 1.363  0.34
H -1.557 -0.386 -1.520  0.30


2.
ClH3N2S | the ωB97M-V functional and the def2-TZVPD basis

energy: -969.61527 Ha
relative energy (zero: lowest compared OMol25 entry of this formula, charge and spin): 0.529 eV
M: 98.558 g/mol

Each line ends with the Mulliken charge.
Cartesian coordinates (Å):
N 1.803 -0.840 -0.246  -0.50
N 2.211 1.672 0.267  -0.43
S 2.617 0.432 -0.480  0.39
Cl -3.543 0.618 -0.298  -0.20
H 1.830 -1.423 -1.019  0.27
H -4.415 -0.131 -0.129  0.20
H 1.312 1.633 0.764  0.27


HOMO-LUMO gap in eV, matching the order above: 8.67; 9.90
HOMO level in eV, matching the order above: -10.46; -10.05